(1)
This record from the Open Molecules 2025 dataset describes 10 unconnected molecules or ions with the total composition C63H61Cl2F9NOP at a distorted geometry. The level of theory is ωB97M-V/def2-TZVPD.

Structure (ORCA input):
```
! wB97M-V def2-TZVPD RIJCOSX def2/J DEFGRID3
* xyz 0 1
C 0.237 1.589 -3.724
C 1.117 2.476 -2.623
O 2.370 2.770 -2.978
N 0.412 2.901 -1.354
C 1.359 3.432 -0.301
C 1.848 2.242 0.756
C 3.169 2.649 1.640
C 4.457 3.078 0.697
P 4.858 1.815 -0.679
C 5.773 0.262 0.007
Cl 7.597 0.422 0.478
C 5.098 -1.058 0.146
C 5.888 -2.399 0.742
Cl 3.298 -1.329 -0.339
H -0.859 1.459 -3.329
H 0.172 2.144 -4.767
H 0.689 0.523 -3.899
H -0.396 3.549 -1.537
H 0.718 4.185 0.368
H 2.255 4.070 -0.718
H 2.079 1.220 0.232
H 0.925 2.085 1.496
H 3.519 1.672 2.230
H 2.947 3.448 2.498
H 4.254 4.181 0.307
H 5.388 3.123 1.428
H 5.864 2.480 -1.516
H 5.039 -3.048 1.262
H 6.393 -2.979 -0.147
H 6.654 -2.057 1.558
F 3.291 -0.904 3.794
C 1.954 -0.977 3.821
C 1.286 -0.854 5.034
C -0.107 -0.924 5.062
C -0.816 -1.129 3.876
C -0.136 -1.257 2.663
C 1.256 -1.175 2.635
H 1.854 -0.703 5.946
H -0.639 -0.821 6.004
H -1.902 -1.189 3.898
H -0.690 -1.421 1.742
H 1.800 -1.264 1.700
F -1.008 2.373 6.159
C -2.345 2.300 6.186
C -3.013 2.424 7.399
C -4.406 2.353 7.427
C -5.115 2.148 6.241
C -4.436 2.020 5.029
C -3.044 2.102 5.000
H -2.445 2.574 8.311
H -4.938 2.456 8.369
H -6.202 2.088 6.263
H -4.990 1.857 4.107
H -2.500 2.014 4.065
F -4.215 -1.397 4.818
C -4.821 -2.397 4.163
C -4.183 -2.990 3.079
C -4.811 -4.035 2.401
C -6.076 -4.467 2.808
C -6.709 -3.862 3.894
C -6.077 -2.825 4.579
H -3.205 -2.635 2.772
H -4.318 -4.510 1.557
H -6.567 -5.279 2.276
H -7.695 -4.198 4.206
H -6.551 -2.350 5.431
F -11.481 -0.327 5.325
C -10.833 0.755 5.778
C -11.094 1.222 7.061
C -10.416 2.345 7.534
C -9.492 2.996 6.713
C -9.241 2.523 5.425
C -9.911 1.393 4.956
H -11.821 0.708 7.682
H -10.607 2.713 8.539
H -8.967 3.875 7.081
H -8.525 3.034 4.786
H -9.722 1.007 3.960
F 1.195 -4.135 -5.464
C 2.132 -4.455 -4.561
C 2.379 -3.593 -3.497
C 3.350 -3.928 -2.554
C 4.072 -5.116 -2.691
C 3.820 -5.972 -3.765
C 2.841 -5.642 -4.701
H 1.814 -2.671 -3.412
H 3.546 -3.265 -1.714
H 4.833 -5.375 -1.957
H 4.386 -6.894 -3.871
H 2.626 -6.300 -5.537
F 7.481 -4.114 -4.571
C 8.129 -3.032 -4.119
C 7.868 -2.565 -2.835
C 8.546 -1.442 -2.362
C 9.470 -0.790 -3.183
C 9.721 -1.263 -4.472
C 9.051 -2.393 -4.940
H 7.141 -3.079 -2.215
H 8.355 -1.073 -1.357
H 9.995 0.088 -2.815
H 10.437 -0.753 -5.110
H 9.240 -2.780 -5.936
F -3.555 0.859 -4.600
C -3.334 1.336 -5.832
C -2.295 0.813 -6.593
C -2.068 1.305 -7.878
C -2.877 2.325 -8.384
C -3.915 2.848 -7.611
C -4.149 2.347 -6.331
H -1.671 0.026 -6.180
H -1.263 0.897 -8.484
H -2.697 2.713 -9.385
H -4.541 3.645 -8.006
H -4.956 2.736 -5.720
F -3.672 6.456 5.520
C -2.367 6.724 5.381
C -1.938 8.047 5.365
C -0.579 8.326 5.226
C 0.336 7.279 5.094
C -0.104 5.955 5.107
C -1.462 5.675 5.257
H -2.665 8.847 5.460
H -0.233 9.357 5.220
H 1.396 7.498 4.982
H 0.610 5.142 5.000
H -1.821 4.652 5.278
F 1.936 -7.644 -10.556
C 2.584 -6.562 -10.104
C 2.323 -6.096 -8.820
C 3.002 -4.972 -8.347
C 3.926 -4.321 -9.168
C 4.176 -4.794 -10.457
C 3.506 -5.924 -10.925
H 1.596 -6.609 -8.200
H 2.811 -4.604 -7.342
H 4.451 -3.442 -8.800
H 4.893 -4.283 -11.095
H 3.696 -6.311 -11.921
*
```

- structure (SMILES) = CC(=O)NCCCCP/C(Cl)=C(/C)Cl.Fc1ccccc1.Fc1ccccc1.Fc1ccccc1.Fc1ccccc1.Fc1ccccc1.Fc1ccccc1.Fc1ccccc1.Fc1ccccc1.Fc1ccccc1
- Kohn-Sham gap (eV) = 8.69
- E_LUMO (eV) = 0.22
- HOMO (eV) = -8.467

(2)
This record from the Open Molecules 2025 dataset describes CHNO2S in the gas phase at a distorted geometry. The level of theory is ωB97M-V/def2-TZVPD.

Structure (ORCA input):
```
! wB97M-V def2-TZVPD RIJCOSX def2/J DEFGRID3
* xyz 0 1
C 0.577 -0.148 -0.090
N 0.822 -1.372 0.174
O 1.680 -2.114 -0.014
O 3.122 0.318 -0.143
S 1.824 0.964 0.111
H -0.382 0.119 0.043
*
```

- Kohn-Sham gap (alpha / beta) (eV) = 7.68 / 7.92
- relative energy (zero: lowest compared OMol25 entry of this formula, charge and spin) (eV) = 3.4040
- E_LUMO (alpha / beta) (eV) = -0.94 / -1.43
- HOMO (alpha / beta) (eV) = -8.612 / -9.350

(3)
This record from the Open Molecules 2025 dataset describes a molecular structure, C28H27Co2N4O6 at a distorted geometry. The level of theory is ωB97M-V/def2-TZVPD.

Structure (ORCA input):
```
! wB97M-V def2-TZVPD RIJCOSX def2/J DEFGRID3
* xyz -1 1
O -2.672 2.586 0.470
C -1.769 2.178 1.067
Co -0.477 1.334 1.894
C 0.739 2.595 1.898
O 1.547 3.403 1.685
C -1.272 0.951 3.399
O -1.955 0.615 4.276
C -0.538 -0.324 0.976
C -1.796 -1.045 0.868
C -2.378 -1.668 1.988
C -3.655 -2.223 1.908
C -4.328 -2.221 0.681
C -3.720 -1.672 -0.460
C -2.455 -1.092 -0.375
C 0.343 0.103 -0.070
C 0.363 0.750 -1.243
Co 1.227 -0.535 1.268
C 1.231 -0.930 2.976
O 1.230 -1.143 4.114
C 2.682 0.408 0.866
O 3.689 0.812 0.466
C 1.939 -1.947 0.460
O 2.399 -2.840 -0.106
H -1.819 -1.661 2.923
H -4.115 -2.664 2.798
H -5.320 -2.684 0.607
H -4.226 -1.714 -1.428
H -1.983 -0.638 -1.249
H 1.313 0.828 -1.783
H -0.562 1.093 -1.729
C 4.906 3.572 3.735
C 4.203 4.811 4.272
N 3.528 4.618 5.568
C 3.758 5.636 6.560
C 3.542 5.131 7.976
N 2.478 4.158 8.097
C 1.950 3.956 9.423
C 1.098 2.702 9.550
N 0.325 2.401 8.367
C -0.887 1.597 8.588
C -2.186 2.255 8.149
C 0.834 2.652 7.130
C 0.298 2.083 5.944
N 0.797 2.357 4.744
C 1.844 3.152 4.639
C 2.464 3.781 5.727
C 1.942 3.540 7.020
H 5.381 3.821 2.779
H 5.685 3.242 4.429
H 4.224 2.736 3.555
H 4.934 5.614 4.436
H 3.486 5.157 3.514
H 4.794 5.967 6.440
H 3.105 6.507 6.379
H 4.483 4.664 8.313
H 3.311 5.974 8.644
H 2.793 3.912 10.129
H 1.323 4.828 9.686
H 1.740 1.844 9.822
H 0.386 2.832 10.374
H -0.786 0.634 8.071
H -0.915 1.403 9.669
H -3.032 1.628 8.451
H -2.304 3.231 8.630
H -2.235 2.385 7.064
H -0.533 1.387 5.979
H 2.232 3.341 3.659
*
```

- Kohn-Sham gap (eV) = 5.46
- relative energy (zero: lowest compared OMol25 entry of this formula, charge and spin) (eV) = 0.0000
- E_LUMO (eV) = 2.22
- HOMO (eV) = -3.235

(4)
This record from the Open Molecules 2025 dataset describes CFN3O2 in the gas phase at a distorted geometry. The level of theory is ωB97M-V/def2-TZVPD.

Structure (ORCA input):
```
! wB97M-V def2-TZVPD RIJCOSX def2/J DEFGRID3
* xyz 0 1
N -0.065 0.381 2.425
C 0.164 0.309 1.303
N 0.227 0.343 0.026
F 0.538 1.680 -0.573
N -0.188 -0.652 -0.878
O -0.519 -1.649 -0.266
O -0.156 -0.412 -2.038
*
```

- structure (SMILES) = N#CN(F)[N+](=O)[O-]
- Kohn-Sham gap (eV) = 10.31
- relative energy (zero: lowest compared OMol25 entry of this formula, charge and spin) (eV) = 2.3557
- E_LUMO (eV) = -1.43
- HOMO (eV) = -11.744

(5)
This record from the Open Molecules 2025 dataset describes 2 unconnected molecules or ions with the total composition C5H17N2O at a distorted geometry. The level of theory is ωB97M-V/def2-TZVPD.

Structure (ORCA input):
```
! wB97M-V def2-TZVPD RIJCOSX def2/J DEFGRID3
* xyz 1 1
C -1.536 -1.342 0.271
N -1.702 -0.377 1.577
C -0.560 -0.749 2.414
C -0.302 -1.209 -0.574
N 0.575 0.089 -0.456
C -0.076 1.395 -1.192
C 0.047 1.191 -2.801
H -2.409 -0.895 -0.278
H -1.606 -2.398 0.480
H -2.679 -0.505 1.890
H 0.286 -0.022 2.062
H -0.093 -1.756 2.252
H -0.719 -0.622 3.443
H -0.559 -1.361 -1.648
H 0.494 -2.069 -0.341
H 1.463 -0.088 -0.841
H 0.903 0.132 0.666
H 0.619 2.164 -0.984
H -1.135 1.635 -0.916
H -0.847 1.314 -3.330
H 0.666 1.905 -3.281
H 0.441 0.175 -3.159
H 2.443 1.056 2.287
H 3.332 1.575 0.997
O 2.955 0.761 1.461
*
```

- Kohn-Sham gap (eV) = 10.13
- relative energy (zero: lowest compared OMol25 entry of this formula, charge and spin) (eV) = 3.5521
- E_LUMO (eV) = -2.95
- HOMO (eV) = -13.074

(6)
This record from the Open Molecules 2025 dataset describes a molecular structure, C39H34ClCrN3SSi2 at a distorted geometry. The level of theory is ωB97M-V/def2-TZVPD.

Structure (ORCA input):
```
! wB97M-V def2-TZVPD RIJCOSX def2/J DEFGRID3
* xyz 0 5
C -0.916 -4.404 2.121
C -0.494 -3.860 0.874
C 0.532 -2.878 1.141
H -0.745 -4.249 -0.116
C 0.537 -2.674 2.593
C -0.315 -3.676 3.162
H -0.431 -3.878 4.227
H -1.545 -5.283 2.245
H 1.267 -2.482 0.432
H 1.248 -2.045 3.133
Cr -1.211 -1.702 1.642
Si -0.087 0.606 -0.117
C -0.481 0.094 -1.837
C -1.131 0.939 -2.754
H -1.556 1.883 -2.409
C -1.203 0.600 -4.106
H -1.625 1.307 -4.821
C -0.717 -0.632 -4.552
H -0.747 -0.885 -5.614
C -0.211 -1.544 -3.622
H 0.107 -2.534 -3.947
C -0.108 -1.196 -2.274
H 0.256 -1.931 -1.554
C 1.665 0.360 0.402
C 2.713 0.187 -0.527
H 2.481 0.060 -1.583
C 4.038 0.166 -0.093
H 4.841 0.094 -0.826
C 4.343 0.231 1.270
H 5.380 0.267 1.607
C 3.301 0.215 2.201
H 3.516 0.153 3.267
C 1.976 0.281 1.768
H 1.170 0.265 2.506
H -1.014 -0.074 0.907
Si 0.698 3.722 -1.049
C 2.447 4.032 -0.521
C 3.413 4.461 -1.462
H 3.140 4.588 -2.511
C 4.725 4.742 -1.072
H 5.452 5.067 -1.817
C 5.101 4.622 0.268
H 6.137 4.794 0.567
C 4.122 4.321 1.221
H 4.378 4.336 2.280
C 2.815 4.015 0.838
H 2.072 3.779 1.601
C 0.798 3.592 -2.906
C 1.509 2.572 -3.564
H 1.931 1.747 -2.988
C 1.635 2.581 -4.954
H 2.115 1.739 -5.449
C 1.139 3.652 -5.706
H 1.239 3.654 -6.794
C 0.517 4.721 -5.054
H 0.160 5.575 -5.624
C 0.343 4.694 -3.671
H -0.134 5.535 -3.167
H -0.066 4.969 -0.819
Cl -0.721 2.590 0.423
N -4.670 -2.821 3.489
C -4.906 -3.749 2.472
C -5.720 -4.874 2.498
C -5.547 -5.806 1.463
C -4.584 -5.601 0.461
C -3.769 -4.462 0.465
C -3.925 -3.540 1.502
N -3.107 -2.488 1.934
C -3.580 -2.091 3.142
C -2.847 -1.126 3.901
C -3.065 -0.601 5.151
S -1.865 0.598 5.520
C -1.076 0.294 4.020
N -1.687 -0.653 3.267
H -5.195 -2.716 4.358
H -6.449 -4.995 3.295
H -6.154 -6.709 1.425
H -4.457 -6.340 -0.332
H -3.025 -4.254 -0.294
H -3.888 -0.883 5.794
H -0.285 0.934 3.655
*
```

- Kohn-Sham gap (alpha / beta) (eV) = 4.61 / 4.47
- E_LUMO (alpha / beta) (eV) = -0.35 / -0.28
- HOMO (alpha / beta) (eV) = -4.958 / -4.749

(7)
This record from the Open Molecules 2025 dataset describes C5H6O in the gas phase. The level of theory is ωB97M-V/def2-TZVPD.

Structure (ORCA input):
```
! wB97M-V def2-TZVPD RIJCOSX def2/J DEFGRID3
* xyz 0 1
C -1.166 -1.631 -1.273
C -0.750 -0.896 -0.416
C -0.165 0.019 0.568
C 1.371 -0.026 0.448
C -0.664 1.443 0.311
O -0.683 1.945 -0.783
H -1.524 -2.285 -2.036
H -0.461 -0.274 1.583
H 1.724 -1.041 0.655
H 1.660 0.241 -0.572
H 1.855 0.663 1.147
H -0.999 2.011 1.204
*
```

- structure (SMILES) = C#C[C@@H](C)C=O
- Kohn-Sham gap (eV) = 10.71
- relative energy (zero: lowest compared OMol25 entry of this formula, charge and spin) (eV) = 1.9586
- E_LUMO (eV) = 0.85
- HOMO (eV) = -9.862

(8)
This record from the Open Molecules 2025 dataset describes a molecular structure, C9H19N2O4Tl at a distorted geometry. The level of theory is ωB97M-V/def2-TZVPD.

Structure (ORCA input):
```
! wB97M-V def2-TZVPD RIJCOSX def2/J DEFGRID3
* xyz 2 1
Tl -3.294 -0.558 -1.874
N -4.496 0.194 2.044
O -3.986 -0.148 0.974
O -3.889 0.950 2.805
O -5.613 -0.176 2.363
C 0.691 1.059 1.646
C 0.193 1.119 0.185
C 1.335 1.719 -0.720
C 2.368 0.701 -1.191
C 1.790 -0.604 -1.718
C 0.850 -1.273 -0.672
N -0.132 -0.245 -0.317
O -1.252 -0.758 0.287
C 0.183 -2.477 -1.375
C 1.588 -1.743 0.588
C -1.026 2.027 0.006
H 0.356 0.277 2.331
H 1.721 1.362 1.811
H 0.142 1.882 2.129
H 0.900 2.373 -1.471
H 1.914 2.369 -0.063
H 2.910 1.167 -2.020
H 3.166 0.442 -0.491
H 2.482 -1.353 -2.089
H 1.081 -0.305 -2.498
H -0.052 -3.259 -0.651
H 0.604 -2.778 -2.326
H -0.867 -2.215 -1.581
H 0.909 -2.184 1.326
H 2.089 -0.968 1.172
H 2.387 -2.457 0.384
H -0.869 3.044 0.361
H -1.268 2.105 -1.058
H -1.933 1.664 0.497
H -0.983 -0.955 1.210
*
```

- Kohn-Sham gap (eV) = 2.83
- relative energy (zero: lowest compared OMol25 entry of this formula, charge and spin) (eV) = 0.6706
- E_LUMO (eV) = -13.28
- HOMO (eV) = -16.116

(9)
This record from the Open Molecules 2025 dataset describes C5H9NO2 in the gas phase at a distorted geometry. The level of theory is ωB97M-V/def2-TZVPD.

Structure (ORCA input):
```
! wB97M-V def2-TZVPD RIJCOSX def2/J DEFGRID3
* xyz 0 1
C -1.053 1.371 -1.341
N 0.171 1.364 -0.942
C 0.005 0.837 0.354
C 1.229 0.026 0.791
C 1.668 -1.039 -0.206
C -1.369 -0.208 0.621
O -2.101 -0.041 1.558
O -1.414 -1.303 -0.156
H -1.225 1.166 -2.395
H -1.992 1.658 -0.853
H -0.228 1.626 1.083
H 2.026 0.771 0.896
H 1.044 -0.404 1.776
H 1.821 -0.599 -1.189
H 2.598 -1.496 0.124
H 0.925 -1.826 -0.295
H -2.106 -1.904 0.174
*
```

- structure (SMILES) = C=N[C@H](CC)C(=O)O
- Kohn-Sham gap (eV) = 9.96
- relative energy (zero: lowest compared OMol25 entry of this formula, charge and spin) (eV) = 2.7092
- E_LUMO (eV) = 0.35
- HOMO (eV) = -9.606

(10)
This record from the Open Molecules 2025 dataset describes 6 unconnected molecules or ions with the total composition C8H27N4O6. The level of theory is ωB97M-V/def2-TZVPD.

Structure (ORCA input):
```
! wB97M-V def2-TZVPD RIJCOSX def2/J DEFGRID3
* xyz -1 1
O -0.641 0.049 -0.072
H -0.413 -0.532 0.662
C 2.737 -1.943 0.235
O 3.559 -2.833 0.083
N 1.708 -1.680 -0.605
N 2.700 -1.133 1.354
H 0.921 -1.155 -0.231
H 1.571 -2.153 -1.476
H 3.345 -1.348 2.090
H 2.276 -0.215 1.296
C -2.872 2.346 1.725
O -3.571 2.906 2.557
N -2.186 2.972 0.723
N -2.772 0.974 1.617
H -2.206 3.965 0.612
H -1.470 2.440 0.252
H -1.971 0.676 1.035
H -2.989 0.474 2.460
C 0.026 0.511 -4.665
C -0.075 0.134 -3.198
O -1.083 0.900 -2.583
H 0.848 -0.001 -5.166
H 0.129 1.590 -4.785
H -0.904 0.218 -5.162
H 0.910 0.268 -2.730
H -0.331 -0.931 -3.107
H -1.086 0.610 -1.648
C -0.872 -2.723 1.613
C -1.513 -3.802 2.482
O -2.638 -4.378 1.819
H 0.140 -2.462 1.927
H -1.490 -1.825 1.632
H -0.843 -3.111 0.595
H -1.886 -3.368 3.419
H -0.800 -4.576 2.758
H -3.218 -3.656 1.559
C 2.346 3.423 0.068
C 1.822 2.009 -0.098
O 1.125 1.655 1.080
H 1.594 4.067 0.520
H 2.636 3.868 -0.892
H 3.257 3.466 0.669
H 2.661 1.327 -0.293
H 1.150 1.924 -0.958
H 0.370 1.052 0.826
*
```

- Kohn-Sham gap (eV) = 9.32
- relative energy (zero: lowest compared OMol25 entry of this formula, charge and spin) (eV) = 0.0000
- E_LUMO (eV) = 2.99
- HOMO (eV) = -6.329

(11)
This record from the Open Molecules 2025 dataset describes 2 unconnected molecules or ions with the total composition C4H5BrO at a distorted geometry. The level of theory is ωB97M-V/def2-TZVPD.

Structure (ORCA input):
```
! wB97M-V def2-TZVPD RIJCOSX def2/J DEFGRID3
* xyz 0 1
C -1.278 2.342 -0.370
C -0.894 1.290 0.043
C -0.817 -0.018 0.506
C 0.913 -0.876 -0.496
O 1.170 -2.164 -0.131
Br 2.398 0.234 -0.054
H -1.187 3.362 -0.664
H -0.459 -0.066 1.544
H -1.383 -0.883 0.245
H 0.566 -0.884 -1.463
H 0.969 -2.338 0.839
*
```

- Kohn-Sham gap (eV) = 8.95
- relative energy (zero: lowest compared OMol25 entry of this formula, charge and spin) (eV) = 3.5376
- E_LUMO (eV) = 0.35
- HOMO (eV) = -8.606

(12)
This record from the Open Molecules 2025 dataset describes C8H12S in the gas phase at a distorted geometry. The level of theory is ωB97M-V/def2-TZVPD.

Structure (ORCA input):
```
! wB97M-V def2-TZVPD RIJCOSX def2/J DEFGRID3
* xyz 0 1
C -2.587 -0.915 2.073
C -2.145 -0.648 0.836
S -2.235 1.008 0.137
C -1.458 -1.649 0.047
C -0.213 -1.621 -0.357
C 0.981 -1.057 0.279
C 1.506 0.064 -0.772
C 1.751 1.312 -0.300
C 2.221 2.465 -1.152
H -3.058 -0.242 2.746
H -2.370 -1.861 2.507
H -2.629 0.729 -1.074
H -2.204 -2.297 -0.652
H -0.081 -2.464 -0.999
H 0.700 -0.447 1.187
H 1.833 -1.832 0.572
H 1.770 -0.392 -1.632
H 1.478 1.578 0.744
H 2.371 2.112 -2.293
H 1.338 3.013 -1.236
H 3.030 3.145 -0.662
*
```

- structure (SMILES) = C=C(S)/C=C\C/C=C/C
- Kohn-Sham gap (eV) = 9.47
- relative energy (zero: lowest compared OMol25 entry of this formula, charge and spin) (eV) = 3.5252
- E_LUMO (eV) = 0.79
- HOMO (eV) = -8.678